Entry 1:
The following is a DFT calculation (wB97M-V/def2-TZVPD) of a 2-piece molecular cluster, C5H12O2 overall in a non-equilibrium geometry.

Output
**Orbital gap**: 10.38 eV
**Total energy**: -9472.9514 eV
**Relative energy (zero: lowest compared OMol25 entry of this formula, charge and spin)**: 50.37 kcal/mol

Element x y z (Å)
O 0.29478 -3.56270 -1.02237
O -3.29104 1.42975 0.59805
C 0.72328 -2.52170 -1.48841
C 1.16196 1.81036 0.28488
C 0.13071 0.81646 0.81666
C 0.27708 -1.25760 -0.80577
C 0.75505 -0.67828 0.60147
H -0.80298 -1.14692 -0.79326
H 0.14120 0.93611 1.90263
H 0.86641 2.83142 0.46657
H 1.79386 -0.52840 0.45358
H 0.63360 -0.44984 -1.56714
H -0.85560 1.12229 0.43302
H -3.55350 0.82195 -0.09904
H 0.43986 -1.47121 1.29432
H 1.25311 -2.51430 -2.48657
H 1.43021 1.67959 -0.68977
H 2.18056 1.72136 0.72074
H -3.57858 0.96167 1.38042

The net atomic charges from natural (NBO), expressed in e, are: -0.52 -0.93 0.42 -0.61 -0.41 -0.51 -0.37 0.23 0.20 0.21 0.20 0.18 0.24 0.47 0.22 0.13 0.20 0.20 0.47

Entry 2:
The following is a DFT calculation (wB97M-V/def2-TZVPD) of a 3-piece molecular cluster, C5H12O2 overall.

Output
**Orbital gap**: 10.94 eV
**Total energy**: -9473.3974 eV
**Relative energy (zero: lowest compared OMol25 entry of this formula, charge and spin)**: 40.09 kcal/mol

Element x y z (Å)
O -0.07151 0.92626 1.21894
O -2.36459 -0.79186 1.74143
C -2.59427 0.61518 -1.10591
C 0.52296 0.05033 0.62682
C 1.85106 0.25201 -0.05468
C 2.97245 -0.47705 0.69730
C -1.53315 0.30281 -1.84306
H 3.05406 -0.11415 1.72699
H -0.62889 0.91071 -1.82147
H 3.93238 -0.30699 0.20118
H 2.04854 1.32722 -0.10847
H 0.09229 -0.97133 0.57463
H -1.52237 -0.56516 -2.49954
H -2.46793 -0.92763 0.79219
H -1.76168 -0.03235 1.78480
H 2.79734 -1.55803 0.72889
H -2.59700 1.47955 -0.44464
H -3.50989 0.02567 -1.13824
H 1.78019 -0.14519 -1.07717

The net atomic charges from natural (NBO), expressed in e, are: -0.55 -0.95 -0.40 0.46 -0.51 -0.60 -0.40 0.22 0.19 0.22 0.22 0.13 0.20 0.46 0.49 0.21 0.21 0.20 0.22

Entry 3:
The following is a DFT calculation (wB97M-V/def2-TZVPD) of a single C5H12O2 molecule.

Output
**Orbital gap**: 10.87 eV
**Total energy**: -9474.6227 eV
**Relative energy (zero: lowest compared OMol25 entry of this formula, charge and spin)**: 11.83 kcal/mol

Element x y z (Å)
O -0.06138 -1.58566 1.01498
O -2.11316 -1.28185 -0.67208
C 2.32517 0.18527 0.89071
C -1.40063 0.77186 -1.60035
C 0.88831 0.61955 0.60915
C -1.38008 -0.11493 -0.36627
C 0.03552 -0.52039 0.06450
H 0.41878 0.99934 1.53071
H -1.00422 1.77141 -1.39601
H 2.84169 -0.06810 -0.04196
H 2.34177 -0.70372 1.52893
H -1.80859 -1.94739 -0.03524
H 0.87950 1.45531 -0.10077
H -1.85593 0.42146 0.47818
H -0.28442 -1.19324 1.87090
H -0.81475 0.31321 -2.40495
H -2.43068 0.87546 -1.95286
H 2.89375 0.97845 1.38592
H 0.52934 -0.97604 -0.80350

The net atomic charges from natural (NBO), expressed in e, are: -0.73 -0.72 -0.61 -0.62 -0.42 0.08 0.07 0.19 0.21 0.21 0.22 0.48 0.21 0.14 0.46 0.21 0.23 0.21 0.18

Entry 4:
The following is a DFT calculation (wB97M-V/def2-TZVPD) of a 2-piece molecular cluster, C5H12O2 overall in a non-equilibrium geometry.

Output
**Orbital gap**: 9.05 eV
**Total energy**: -9471.8059 eV
**Relative energy (zero: lowest compared OMol25 entry of this formula, charge and spin)**: 76.79 kcal/mol

Element x y z (Å)
O 0.10471 2.24596 2.28230
O -1.21195 2.59434 -2.07108
C 0.07031 -0.11295 1.34657
C 0.27151 -2.16788 -1.76865
C 0.80866 1.03990 1.95271
C 0.48605 -0.84877 0.27091
C -0.52097 -1.39658 -0.70257
H -0.79946 1.94790 2.39998
H 1.55936 -1.04035 0.38630
H 1.04300 -1.48422 -2.16128
H -1.26936 -2.03759 -0.16136
H -0.68355 -0.49221 2.02539
H -0.55991 2.33463 -1.39970
H 0.80721 -3.03043 -1.38216
H -1.16372 -0.60175 -1.08483
H 1.30428 0.71229 2.89022
H -1.46861 3.43384 -1.67389
H 1.69324 1.31710 1.36557
H -0.47079 -2.41324 -2.51445

The net atomic charges from natural (NBO), expressed in e, are: -0.70 -0.93 -0.24 -0.60 -0.12 -0.16 -0.45 0.46 0.22 0.21 0.21 0.20 0.47 0.21 0.23 0.16 0.46 0.18 0.21

Entry 5:
The following is a DFT calculation (wB97M-V/def2-TZVPD) of a single C5H12O2 molecule in a non-equilibrium geometry.

Output
**Orbital gap**: 10.80 eV
**Total energy**: -9472.6871 eV
**Relative energy (zero: lowest compared OMol25 entry of this formula, charge and spin)**: 56.47 kcal/mol

Element x y z (Å)
O 0.69192 -2.97394 0.60932
O -1.70921 2.50131 0.87466
C 1.12550 -0.61832 0.52620
C -0.29236 1.38500 -0.46699
C 1.61221 -1.95077 0.08463
C -1.76866 1.70402 -0.33978
C -0.03448 -0.09913 -0.50033
H 1.89910 -2.03581 -0.97274
H 1.94970 0.18439 0.54738
H 0.75841 -0.59636 1.52438
H 2.55154 -2.21058 0.59332
H 0.98677 -3.96995 0.31523
H -2.23207 2.27465 -1.13505
H 0.16280 1.84771 0.37868
H -2.52521 0.86131 -0.12214
H 0.19926 -0.49278 -1.48627
H -2.48027 2.88700 1.17927
H 0.14053 1.88504 -1.35650
H -1.03551 -0.58277 -0.25325

The net atomic charges from natural (NBO), expressed in e, are: -0.74 -0.75 -0.42 -0.45 -0.07 -0.05 -0.39 0.17 0.21 0.22 0.16 0.47 0.17 0.24 0.16 0.20 0.47 0.21 0.20

Entry 6:
The following is a DFT calculation (wB97M-V/def2-TZVPD) of C5H12O2 as an isolated structure.

Output
**Orbital gap**: 8.91 eV
**Total energy**: -9471.4500 eV
**Relative energy (zero: lowest compared OMol25 entry of this formula, charge and spin)**: 84.99 kcal/mol

Element x y z (Å)
O 0.41051 -1.00083 1.48621
O 1.54743 2.02344 1.03163
C -2.30397 -1.43436 -0.01042
C 1.74068 1.60415 -0.32974
C 1.18365 0.20490 -0.47951
C -1.07137 -0.97638 -0.79056
C -0.15916 -0.03706 -0.05378
H -2.90181 -0.56989 0.31314
H 2.81227 1.60566 -0.60303
H 1.23900 2.32473 -1.01079
H 1.50919 -0.32682 -1.37865
H -1.99750 -1.99276 0.88120
H 1.29536 -0.60881 0.73212
H -1.38775 -0.40512 -1.68301
H -0.49212 -1.82899 -1.17055
H 0.41160 -0.29262 2.15974
H -0.66674 0.77385 0.47694
H -2.94750 -2.07390 -0.62960
H 1.75466 2.96884 1.07908

The net atomic charges from natural (NBO), expressed in e, are: -0.89 -0.74 -0.61 -0.06 -0.62 -0.45 0.15 0.20 0.17 0.15 0.22 0.23 0.46 0.22 0.22 0.48 0.21 0.21 0.47

Entry 7:
The following is a DFT calculation (wB97M-V/def2-TZVPD) of a single C5H12O2 molecule in a non-equilibrium geometry.

Output
**Orbital gap**: 10.50 eV
**Total energy**: -9472.3027 eV
**Relative energy (zero: lowest compared OMol25 entry of this formula, charge and spin)**: 65.33 kcal/mol

Element x y z (Å)
O -1.38409 -0.69012 -0.33283
O 0.77359 -0.40341 -0.88926
C -0.28747 0.90656 0.93924
C -1.89919 0.26959 -1.34006
C 0.18697 -1.46426 1.36172
C -0.14963 -0.43525 0.20015
C 2.01496 0.16908 -0.82948
H 1.14663 -1.20721 1.84863
H 0.13457 -2.58171 1.04773
H -2.55235 -0.30688 -2.04902
H 2.10291 1.28489 -0.79348
H 0.55958 1.17750 1.44348
H -0.29613 1.84318 0.35478
H -0.64893 -1.24384 1.99127
H -1.28997 1.01723 1.52275
H -2.51915 1.24574 -1.01952
H 2.57520 -0.22369 0.04162
H -0.96239 0.77243 -1.78219
H 2.49490 -0.12984 -1.71554

The net atomic charges from natural (NBO), expressed in e, are: -0.55 -0.55 -0.70 -0.28 -0.64 0.55 -0.24 0.21 0.22 0.21 0.16 0.21 0.22 0.22 0.23 0.17 0.16 0.20 0.19

Entry 8:
The following is a DFT calculation (wB97M-V/def2-TZVPD) of a 2-piece molecular cluster, C5H12O2 overall.

Output
**Orbital gap**: 8.57 eV
**Total energy**: -9472.9268 eV
**Relative energy (zero: lowest compared OMol25 entry of this formula, charge and spin)**: 50.94 kcal/mol

Element x y z (Å)
O 0.70191 -2.18646 1.16718
O -1.23760 -0.39257 1.35760
C 0.59608 -0.21640 -0.27643
C -1.12106 1.59109 0.17383
C -0.63275 2.64183 -0.77908
C 1.48632 -1.19724 0.49146
C -0.59466 0.39256 0.44491
H 1.25288 0.58669 -0.62530
H 1.21078 -2.52543 1.91351
H -1.39074 2.87100 -1.53976
H -0.42993 3.58017 -0.24709
H -1.17071 -2.51024 -1.84601
H 2.14154 -1.70425 -0.23012
H -0.71737 -1.20337 1.48955
H 2.12151 -0.66410 1.20958
H -2.03835 1.81962 0.71372
H 0.28199 2.35891 -1.30954
H 0.22910 -0.72109 -1.17621
H -0.92452 -2.58348 -1.14884

The net atomic charges from natural (NBO), expressed in e, are: -0.74 -0.70 -0.50 -0.29 -0.63 -0.06 0.31 0.23 0.49 0.21 0.21 0.00 0.17 0.50 0.17 0.21 0.20 0.23 0.00

> What is the relative energy (zero: lowest compared OMol25 entry of this formula, charge and spin) in the sixth record?

84.99 kcal/mol

> Look up the relative energy (zero: lowest compared OMol25 entry of this formula, charge and spin) of the second one.

40.09 kcal/mol

> What is the relative energy (zero: lowest compared OMol25 entry of this formula, charge and spin) in the third record?

11.83 kcal/mol

> Which of these has the lowest relative energy (zero: lowest compared OMol25 entry of this formula, charge and spin)?

number 3